# 1
Formula: C4H9N5O2
Source: the OMol25 dataset
Level of theory: ωB97M-V with the def2-TZVPD basis set

Positions of all 20 atoms, in Å:
C -3.00256 -0.91515 -1.57197
C 0.31356 -0.22451 0.26576
C 1.52143 0.60499 0.04298
C -1.90344 -0.94414 -0.55699
N -3.83922 -1.75480 -1.17029
N 0.18762 -1.04785 1.31790
N -2.32462 -1.81753 0.39021
N -0.72205 -0.23040 -0.67877
N 1.89843 1.21002 1.33162
O 1.24825 -1.33831 2.10335
O -3.48990 -2.25929 0.05066
H -3.13982 -0.25186 -2.44931
H 1.38488 1.37977 -0.67548
H 2.31415 -0.06181 -0.17080
H -0.48303 -1.77580 1.53890
H -4.77277 -1.92302 -1.44292
H -0.53793 0.21784 -1.59492
H 1.83504 -0.63660 1.85423
H 1.27708 2.04031 1.51346
H 2.88569 1.55974 1.36307

Output
**Largest force on an atom**: 0.07674 Eh/bohr
**HOMO**: -17.8 eV
**Charge**: +2
**LUMO energy**: -9.27 eV
**Energy above the lowest of the compared OMol25 structures with the same formula, charge and spin**: 1.467 eV
**SMILES string**: NC/C(NO)=[NH+]/c1c[nH+]on1

***

# 2
Formula: C4H9NO
Source: the OMol25 dataset
Level of theory: ωB97M-V with the def2-TZVPD basis set

Positions of all 15 atoms, in Å:
C -1.44917 -1.79821 -0.62603
C -1.14137 -0.86942 -1.51987
N -0.01249 -0.01994 -1.49241
H -0.83807 -2.01094 0.24134
H -2.31751 -2.42515 -0.78765
H -1.84894 -0.64935 -2.31553
H -0.02969 0.78703 -0.85824
H 0.20722 0.30162 -2.42433
O -0.60946 2.00483 1.43591
C 0.61489 1.70902 1.23638
C 1.31709 0.38700 1.39134
H 1.39306 2.50849 1.29882
H 0.78757 -0.57341 1.42507
H 1.86072 0.34526 2.39354
H 2.06615 0.30318 0.60165

Output
**Largest force on an atom**: 0.02906 Eh/bohr
**⟨S²⟩**: 0.754
**HOMO (alpha / beta)**: 0.4 / -3.1 eV
**Charge**: -1
**Spin multiplicity**: 2
**LUMO energy (alpha / beta)**: 4.07 / 4.03 eV
**Energy above the lowest of the compared OMol25 structures with the same formula, charge and spin**: 0.851 eV

***

# 3
Formula: C4H9NO
Source: the OMol25 dataset
Level of theory: ωB97M-V with the def2-TZVPD basis set

Positions of all 15 atoms, in Å:
C 1.18343 0.47816 -1.18112
N 0.42763 -0.57899 -0.45149
C 0.93305 -0.79776 0.85561
C -0.99206 -0.42230 -0.53253
C -1.70817 0.25242 0.53636
O -0.65123 1.03005 1.39002
H 2.28582 0.23545 -1.05135
H 1.03468 1.49477 -0.73944
H 0.85594 0.57357 -2.23598
H 0.66371 -1.75602 1.25336
H 1.97321 -0.64839 0.89791
H 0.13513 0.34585 1.24020
H -1.51043 -0.73205 -1.49647
H -2.20358 -0.45283 1.31179
H -2.42713 0.97805 0.20313

Output
**Largest force on an atom**: 0.08779 Eh/bohr
**⟨S²⟩**: 0.757
**HOMO (alpha / beta)**: -0.9 / -1.2 eV
**Charge**: -1
**Spin multiplicity**: 2
**LUMO energy (alpha / beta)**: 4.50 / 4.41 eV
**Energy above the lowest of the compared OMol25 structures with the same formula, charge and spin**: 2.840 eV

***

# 4
Formula: C4H9NO
Source: the OMol25 dataset
Level of theory: ωB97M-V with the def2-TZVPD basis set

Positions of all 15 atoms, in Å:
C 1.93230 0.01263 0.13212
C 0.63759 0.27693 -0.63897
N -0.58023 0.09621 0.14477
C -1.29328 -1.15061 -0.04484
C -1.23430 1.19574 0.61494
O -0.83348 2.34026 0.53010
H 2.75234 -0.15025 -0.57607
H 1.85567 -0.87718 0.76728
H 2.19655 0.86477 0.76564
H 0.57069 -0.40500 -1.49541
H 0.63096 1.30265 -1.01876
H -0.63696 -2.00163 0.16247
H -1.65254 -1.23369 -1.08080
H -2.15502 -1.20521 0.62691
H -2.19028 0.93440 1.11063

Output
**Largest force on an atom**: 0.00693 Eh/bohr
**HOMO**: -9.4 eV
**LUMO energy**: 0.88 eV
**Energy above the lowest of the compared OMol25 structures with the same formula, charge and spin**: 0.728 eV
**SMILES string**: CCN(C)C=O

***

# 5
Formula: C4H9NO
Source: the OMol25 dataset
Level of theory: ωB97M-V with the def2-TZVPD basis set

Positions of all 15 atoms, in Å:
C -1.58942 0.43225 -0.65387
C -0.27544 -0.33653 -0.93135
C 0.28970 -0.15241 1.69991
C 1.34392 -0.49746 0.92083
O 2.22651 -1.34284 0.84670
N 1.17940 0.31558 -0.43664
H -2.29316 0.26805 -1.48666
H -1.41086 1.50637 -0.60855
H -2.10428 0.13422 0.26939
H -0.36734 -1.34959 -0.49594
H -0.10227 -0.41319 -1.99106
H -0.23853 0.78233 1.54765
H 0.05027 -0.77166 2.54330
H 2.04239 0.09592 -0.97345
H 1.24910 1.32897 -0.25026

Output
**Largest force on an atom**: 0.02395 Eh/bohr
**HOMO**: -7.3 eV
**LUMO energy**: 0.60 eV
**Energy above the lowest of the compared OMol25 structures with the same formula, charge and spin**: 3.305 eV
**SMILES string**: C=C([O-])[NH2+]CC

***

# 6
Formula: C4H9NO
Source: the OMol25 dataset
Level of theory: ωB97M-V with the def2-TZVPD basis set

Positions of all 15 atoms, in Å:
C -1.32289 0.58575 0.47359
C -0.80631 -0.09957 -0.78265
N 0.42582 0.45824 -1.35941
C 0.50244 -0.77597 -0.57508
C 1.03032 -0.53979 0.85324
O 1.38291 0.80330 1.04515
H -1.84178 -0.16026 1.09167
H -0.46690 0.94742 1.04675
H -1.95368 1.45733 0.30363
H -1.53448 -0.50257 -1.48967
H 0.49254 0.25967 -2.35428
H 0.77710 -1.69614 -1.09224
H 1.87719 -1.15633 1.15301
H 0.18631 -0.82590 1.50933
H 1.25142 1.24481 0.17696

Output
**Largest force on an atom**: 0.01431 Eh/bohr
**HOMO**: -9.7 eV
**LUMO energy**: 0.99 eV
**Energy above the lowest of the compared OMol25 structures with the same formula, charge and spin**: 2.455 eV
**SMILES string**: C[C@H]1N[C@H]1CO

***

# 7
Formula: C4H9NO
Source: the OMol25 dataset
Level of theory: ωB97M-V with the def2-TZVPD basis set

Positions of all 15 atoms, in Å:
C -1.05031 -0.07151 1.02851
C -0.08875 -0.20577 -0.13912
C -0.87324 -0.16216 -1.46238
N 0.94890 0.85003 -0.10594
C 1.86788 0.30068 0.81376
O 1.66993 0.20556 1.99912
H -1.80152 -0.86505 0.95956
H -1.55546 0.89988 1.01521
H -0.49981 -0.15453 1.96468
H 0.58528 -1.11882 0.09566
H -0.26752 -0.31693 -2.36268
H -1.35853 0.82116 -1.56638
H -1.68221 -0.90143 -1.45892
H 1.38268 0.87968 -1.02846
H 2.78786 -0.09070 0.34286

Output
**Largest force on an atom**: 0.04484 Eh/bohr
**HOMO**: -9.8 eV
**LUMO energy**: 0.95 eV
**Energy above the lowest of the compared OMol25 structures with the same formula, charge and spin**: 1.452 eV
**SMILES string**: CC(C)NC=O

***

# 8
Formula: C4H9NO
Source: the OMol25 dataset
Level of theory: ωB97M-V with the def2-TZVPD basis set

Positions of all 15 atoms, in Å:
C -1.54175 0.19171 -0.33885
C -1.33638 0.07799 -1.64458
N -0.62311 -0.99199 -2.26006
H -1.51059 -0.78683 0.15131
H -2.10860 1.00078 0.09392
H -1.59197 0.93288 -2.26787
H -0.93679 -1.81647 -1.75706
H -0.88676 -1.13176 -3.22127
C 1.28923 1.21688 1.43154
C 1.59885 0.16799 2.25434
O 1.92750 -1.01358 1.60550
H 0.31136 1.69157 1.40677
H 1.89634 1.31205 0.53037
H 2.11879 0.13001 3.20559
H 1.39389 -0.98123 0.81034

Output
**Largest force on an atom**: 0.04801 Eh/bohr
**HOMO**: -7.9 eV
**LUMO energy**: 0.65 eV
**Energy above the lowest of the compared OMol25 structures with the same formula, charge and spin**: 4.681 eV
**SMILES string**: C=CN.C=CO

***

no.,molar mass (g mol⁻¹)
1,159.15
2,87.12
3,87.12
4,87.12
5,87.12
6,87.12
7,87.12
8,87.12